Record 1
The molecule C3H6N2O, computed with ωB97M-V/def2-TZVPD.

Structure (XYZ):
```
12
Properties=species:S:1:pos:R:3
C -0.7851 -1.4277 0.6428
C -1.0754 -0.4873 -0.7232
N 1.5326 1.7086 0.2105
C -0.1639 0.6404 -0.7449
N 0.5690 0.7830 0.3523
O -1.8228 -0.8436 -1.6040
H 1.9364 1.9630 1.1114
H 2.2972 1.4223 -0.4044
H -0.1964 1.3482 -1.5831
H -0.1637 -2.2251 0.2288
H -1.7622 -1.8193 0.9336
H -0.3657 -1.0624 1.5801
```

E_LUMO: -0.14 eV
Energy above the lowest of the compared OMol25 structures with the same formula, charge and spin: 68.8 kcal/mol
Net charge: 0
HOMO level: -0.342 Eh
DFT total energy: -302.58348 hartree
Frontier orbital gap: 9.16 eV
Structure (SMILES): CC(=O)/C=N/N



Record 2
The molecule C4H4N2O, computed with ωB97M-V/def2-TZVPD.

Structure (XYZ):
```
11
Properties=species:S:1:pos:R:3
C -0.9714 -0.6533 1.1730
C 1.4659 1.4568 -0.2211
C -0.2924 0.0983 0.0798
C 0.4143 -0.3879 -1.5483
N 0.5064 1.1525 0.4961
N -0.7931 -0.0872 -1.2191
O 2.4828 1.8341 -0.6323
H 0.5765 -0.9067 -2.5029
H -1.2469 0.0413 1.9713
H -0.2867 -1.3847 1.6094
H -1.8554 -1.1634 0.7941
```

E_LUMO (alpha / beta): 0.16 / 0.16 eV
Energy above the lowest of the compared OMol25 structures with the same formula, charge and spin: 89.1 kcal/mol
Net charge: 0
HOMO level (alpha / beta): -0.310 / -0.310 Eh
DFT total energy: -339.43969 hartree
Frontier orbital gap (alpha / beta): 8.58 / 8.58 eV
Structure (SMILES): C[C@@]1(N=C=O)C=N1



Record 3
The molecule C6H10, computed with ωB97M-V/def2-TZVPD.

Structure (XYZ):
```
16
Properties=species:S:1:pos:R:3
C 0.5897 -1.4156 0.7253
C 1.8861 -1.6567 0.6318
C -0.0134 -0.1902 1.3585
C -0.8075 0.6482 0.3731
C -0.3374 1.0708 -0.7987
C -1.1856 1.3965 -1.9893
H -0.1296 -2.2074 0.5320
H 2.2713 -2.5117 0.0908
H 2.6209 -0.9165 0.9188
H 0.7648 0.4542 1.7774
H -0.6822 -0.5656 2.1347
H -1.8933 0.6470 0.4610
H 0.7290 1.2641 -0.8932
H -1.3546 2.4664 -2.1288
H -2.1668 0.9348 -1.8894
H -0.7289 0.9580 -2.8769
```

E_LUMO: 1.29 eV
Energy above the lowest of the compared OMol25 structures with the same formula, charge and spin: 31.9 kcal/mol
Net charge: 0
HOMO level: -0.332 Eh
DFT total energy: -234.55164 hartree
Frontier orbital gap: 10.32 eV
Structure (SMILES): C=CC/C=C/C



Record 4
A structure of composition C22H27LaN2O5S5, computed with ωB97M-V/def2-TZVPD.

Structure (XYZ):
```
62
Properties=species:S:1:pos:R:3
La -1.3248 0.3702 0.6420
C -3.3443 1.3651 3.5148
C -3.7312 0.2405 2.5710
C -4.5890 -0.7721 3.2922
C -4.4904 0.8178 1.3631
O -2.5340 -0.4168 2.1031
H -4.2184 1.9396 3.8310
H -2.6570 2.0772 3.0512
H -2.8546 0.9658 4.4053
H -5.4869 -0.3125 3.7153
H -4.0184 -1.2306 4.1037
H -4.9020 -1.5644 2.6077
H -5.4341 1.2325 1.7220
H -4.6938 0.0348 0.6319
H -3.9503 1.6275 0.8569
C -4.2374 -2.0491 -2.8775
S -2.6307 -2.4390 -2.1862
C -1.6486 -1.2571 -3.0171
C -1.5907 0.0802 -2.8046
S -2.5919 1.0499 -1.7437
S -0.4002 0.8958 -3.7603
C 0.2392 -0.4251 -4.6359
S 1.4361 -0.3013 -5.7768
S -0.5487 -1.8783 -4.2115
H -4.9630 -2.6993 -2.3844
H -4.2607 -2.2391 -3.9484
H -4.4830 -1.0085 -2.6653
O -0.9728 2.6716 0.6589
C 0.2068 2.4225 0.2494
O 0.8028 1.3935 0.7000
C 0.8249 3.2122 -0.8301
C 0.0763 4.2187 -1.4230
C 0.5185 4.8660 -2.5826
C 1.7085 4.4314 -3.1001
O 2.3224 4.8806 -4.2264
C 3.3935 3.9425 -4.4671
O 3.6025 3.2317 -3.2353
C 2.4596 3.4410 -2.5089
C 2.0578 2.8042 -1.3756
H -0.8842 4.4680 -0.9943
H -0.0573 5.6407 -3.0701
H 4.2865 4.5016 -4.7149
H 3.0915 3.2437 -5.2452
H 2.6309 2.0026 -0.9291
N 0.3734 -1.5195 0.3570
C 1.2846 -2.0097 0.8730
N 2.2505 -2.6351 1.5185
C 1.9326 -3.5576 2.6457
C 3.1988 -4.3137 2.9955
C 4.3231 -3.3184 3.2758
C 4.6624 -2.4812 2.0222
C 3.6119 -2.5945 0.9295
H 1.1096 -4.2085 2.3590
H 1.6186 -2.9585 3.4995
H 3.4720 -4.9865 2.1775
H 2.9913 -4.9397 3.8632
H 5.2155 -3.8214 3.6434
H 3.9914 -2.6548 4.0785
H 5.6044 -2.8144 1.5846
H 4.7961 -1.4357 2.2953
H 3.7538 -3.4857 0.3188
H 3.6506 -1.7412 0.2579
```

E_LUMO: 0.11 eV
Energy above the lowest of the compared OMol25 structures with the same formula, charge and spin: 0.6 kcal/mol
Net charge: 0
HOMO level: -0.269 Eh
DFT total energy: -3362.87412 hartree
Frontier orbital gap: 7.42 eV



Record 5
The molecule C4H8O3, computed with ωB97M-V/def2-TZVPD.

Structure (XYZ):
```
15
Properties=species:S:1:pos:R:3
O -2.2292 1.4895 0.1974
C -1.2688 0.6486 -0.4003
C -0.9436 -0.4818 0.5871
C 0.4962 -0.8380 0.3392
O 0.8493 -1.5811 -0.5553
C 1.5482 -0.1207 1.1686
O 2.7309 0.0385 0.4428
H -2.3735 2.2418 -0.3890
H -0.3521 1.2140 -0.6325
H -1.6310 0.2158 -1.3435
H -1.5988 -1.3408 0.4341
H -1.0870 -0.0842 1.5961
H 1.1707 0.8550 1.5034
H 1.6994 -0.7332 2.0762
H 2.6907 -0.6268 -0.2647
```

E_LUMO: 0.72 eV
Energy above the lowest of the compared OMol25 structures with the same formula, charge and spin: 34.1 kcal/mol
Net charge: 0
HOMO level: -0.371 Eh
DFT total energy: -382.91041 hartree
Frontier orbital gap: 10.82 eV
Structure (SMILES): O=C(CO)CCO



Record 6
The molecule C7H6Br2F4IN, computed with ωB97M-V/def2-TZVPD.

Structure (XYZ):
```
21
Properties=species:S:1:pos:R:3
C 1.2653 -1.8711 -0.4232
C 1.5485 -0.6062 -0.7384
C -0.5266 -1.2999 1.3378
C 0.7886 0.5597 -0.3717
C -0.0213 -2.2528 0.1517
C 0.2771 -0.0799 1.5349
C -0.5249 1.0262 2.1831
N -0.2775 0.7876 -1.1793
F 0.1033 -3.6097 0.4788
F -0.7396 0.6698 3.5249
F 0.1277 2.2258 2.2445
F -1.7468 1.2716 1.6888
Br -1.3943 -2.3477 -1.3574
Br 2.0630 -0.1799 2.4847
I 3.2875 -0.0945 -1.8780
H 2.0531 -2.6218 -0.6490
H -1.6365 -0.9886 1.1411
H -0.4509 -1.9393 2.2576
H 1.4776 1.3226 -0.2849
H -0.7282 -0.0568 -1.6291
H -0.8028 1.6271 -1.2160
```

E_LUMO (alpha / beta): -0.06 / -3.45 eV
Net charge: 0
⟨S²⟩: 2.019
Multiplicity: 3
HOMO level (alpha / beta): -0.203 / -0.333 Eh
DFT total energy: -6170.08442 hartree
Frontier orbital gap (alpha / beta): 5.47 / 5.60 eV



Record 7
A cluster of 2 separate species, C5H14 in total, computed with ωB97M-V/def2-TZVPD.

Structure (XYZ):
```
19
Properties=species:S:1:pos:R:3
C -1.6555 1.1095 2.5418
C -2.1455 1.1992 1.0916
H -2.1385 1.8991 3.1101
H -1.8923 0.1659 3.0363
H -0.5760 1.2620 2.6000
H -2.0029 2.2432 0.8057
H -3.2094 0.9824 1.1099
H -1.6515 0.5177 0.4104
C 0.9454 -0.9763 -0.8551
C 0.5215 -0.2741 -2.1284
C 2.4421 -1.1617 -0.7190
H 0.5521 -0.5196 0.0507
H 0.4965 -1.9729 -0.7773
H 1.0487 -0.7092 -2.9778
H 0.7639 0.7912 -2.1022
H 2.6954 -1.7346 0.1870
H 2.8841 -1.6721 -1.5849
H -0.5478 -0.3850 -2.3174
H 2.9916 -0.2228 -0.6532
```

E_LUMO: 1.10 eV
Energy above the lowest of the compared OMol25 structures with the same formula, charge and spin: 2.8 kcal/mol
Net charge: 0
HOMO level: -0.414 Eh
DFT total energy: -198.88474 hartree
Frontier orbital gap: 12.36 eV
Structure (SMILES): CCC.CC



Record 8
A cluster of 5 separate species, C14H40N2O5 in total, computed with ωB97M-V/def2-TZVPD.

Structure (XYZ):
```
61
Properties=species:S:1:pos:R:3
C -4.2451 -2.6760 4.4618
C -3.4602 -2.2132 3.2271
O -2.4044 -3.1236 2.9568
H -5.1692 -2.1004 4.5752
H -3.6403 -2.4550 5.3469
H -4.4730 -3.7385 4.4633
H -3.0769 -1.2140 3.4710
H -4.1426 -2.1319 2.3664
H -1.6080 -2.6666 2.6513
C -3.2128 1.5806 2.2420
C -3.6433 1.2749 0.8052
O -2.5406 1.5561 -0.0696
H -3.9357 1.2455 2.9917
H -3.0182 2.6396 2.4075
H -2.3003 1.0095 2.4029
H -4.5701 1.8005 0.5647
H -3.8538 0.2014 0.7557
H -2.7672 2.3433 -0.5774
C -0.7271 -1.6683 -0.1501
C -0.5965 -0.9685 1.1995
O 0.1798 -1.7219 2.1429
H -1.1272 -2.6814 -0.1306
H 0.2783 -1.7122 -0.6011
H -1.3409 -1.1006 -0.8580
H -1.5980 -0.8763 1.6356
H -0.1915 0.0340 1.0097
H 1.1394 -1.6354 1.8877
C 2.8534 0.8257 2.0381
C 3.0916 -0.2193 0.9540
C 4.4070 0.0363 0.2399
O 4.4832 -0.6194 -1.0259
C 3.8038 0.0657 -2.0561
N 3.0131 -1.6022 1.5098
H 2.0079 0.5556 2.6700
H 2.5916 1.8018 1.6111
H 3.7547 0.9900 2.6368
H 2.2891 -0.1300 0.2083
H 5.2193 -0.4469 0.7896
H 4.5790 1.1065 0.0745
H 4.1657 1.0895 -2.2033
H 2.7379 0.1617 -1.7983
H 3.8553 -0.5567 -2.9422
H 3.6649 -1.6871 2.2871
H 3.3576 -2.2055 0.7559
C 0.8668 -0.1018 -4.4457
C -0.3175 0.8554 -4.2195
C -0.3036 1.4566 -2.8401
O 0.9628 1.9626 -2.5365
C 1.0780 2.3690 -1.2182
N -0.3906 1.9161 -5.2460
H 0.8770 -1.0184 -3.8482
H 1.8067 0.4110 -4.2140
H 0.8737 -0.3985 -5.4949
H -1.2212 0.2364 -4.2600
H -0.5900 0.6574 -2.1303
H -1.0998 2.2018 -2.7093
H 2.1304 2.5731 -1.0055
H 0.8359 1.5397 -0.5326
H 0.4810 3.2311 -0.9101
H 0.4707 2.4651 -5.1562
H -0.2899 1.4759 -6.1603
```

E_LUMO: 0.63 eV
Energy above the lowest of the compared OMol25 structures with the same formula, charge and spin: 0.0 kcal/mol
Net charge: 0
HOMO level: -0.352 Eh
DFT total energy: -1043.04736 hartree
Frontier orbital gap: 10.21 eV
Structure (SMILES): COC[C@H](C)N.COC[C@H](C)N.CCO.CCO.CCO